Record 1
A 2-piece molecular cluster, C6H16N6 overall at a distorted geometry. Source: the Open Molecules 2025 dataset; level of theory: the ωB97M-V functional and the def2-TZVPD basis.

Geometry (Å):
C 0.19 -0.26 0.24
C -3.20 -0.75 -0.57
C 2.44 -0.36 1.34
C 2.20 -0.75 -1.17
C 1.22 -2.40 0.34
C 1.48 -0.89 0.16
N -0.96 -0.40 0.03
N -2.16 -0.07 0.02
N -5.49 0.09 -0.40
N -4.38 -0.33 -0.44
N 0.44 2.79 0.11
N -0.98 2.69 -0.12
H 0.98 2.46 -0.70
H -3.07 -1.69 -1.21
H 3.31 -0.96 0.91
H 2.22 -0.84 2.34
H 2.66 0.72 1.21
H 1.73 -1.39 -1.92
H 2.20 0.30 -1.45
H 3.23 -1.15 -1.04
H 0.80 -2.58 1.40
H 2.23 -2.94 0.27
H 0.68 -2.91 -0.45
H -6.22 -0.35 0.28
H 0.64 2.12 0.84
H 0.77 3.70 0.47
H -1.64 3.04 0.50
H -1.31 3.09 -0.98

Computed properties:
Kohn-Sham gap ... 0.2938 Ha
Net charge ... +2
Electronic energy ... -565.8766 hartree
HOMO ... -15.7 eV
LUMO level ... -0.28343 Eh

So, what does the Mulliken scheme give us? The charges, in e, come out as: number 1, C, carries -0.39; number 2, C, carries 0.06; number 3, C, carries -1.05; number 4, C, carries -1.31; number 5, C, carries -1.52; number 6, C, carries 1.58; number 7, N, carries 0.91; number 8, N, carries -1.34; number 9, N, carries -0.64; number 10, N, carries 0.67; number 11, N, carries -0.12; number 12, N, carries -0.46; number 13, H, carries 0.36; number 14, H, carries 0.36; number 15, H, carries 0.33; number 16, H, carries 0.34; number 17, H, carries 0.38; number 18, H, carries 0.41; number 19, H, carries 0.28; number 20, H, carries 0.42; number 21, H, carries 0.38; number 22, H, carries 0.37; number 23, H, carries 0.42; number 24, H, carries 0.35; number 25, H, carries 0.26; number 26, H, carries 0.41; number 27, H, carries 0.26; number 28, H, carries 0.27

***

Record 2
C28H22NO2PPtS6 as an isolated structure at a distorted geometry. Source: the Open Molecules 2025 dataset; level of theory: the ωB97M-V functional and the def2-TZVPD basis.

Geometry (Å):
Pt 0.12 -1.06 0.43
O 0.31 -0.84 -1.95
C -0.67 -1.68 -1.91
O -0.65 -2.76 -1.28
C -1.99 -1.16 -2.36
C -2.83 -1.70 -3.32
C -4.06 -1.11 -3.55
C -4.47 -0.01 -2.81
C -3.65 0.51 -1.80
C -2.40 -0.06 -1.59
P -1.33 0.58 -0.26
C -0.39 1.99 -0.85
C -0.69 2.60 -2.07
C 0.03 3.72 -2.46
C 1.05 4.22 -1.66
C 1.35 3.60 -0.45
C 0.64 2.49 -0.05
C -2.43 1.15 1.03
C -3.25 0.19 1.64
C -4.18 0.59 2.59
C -4.29 1.93 2.93
C -3.46 2.88 2.34
C -2.53 2.49 1.39
H -2.52 -2.57 -3.88
H -4.72 -1.52 -4.30
H -5.43 0.45 -3.00
H -3.99 1.34 -1.20
H -1.48 2.21 -2.70
H -0.21 4.21 -3.40
H 1.60 5.09 -1.98
H 2.14 4.00 0.18
H 0.85 2.01 0.91
H -3.16 -0.86 1.37
H -4.83 -0.15 3.06
H -5.01 2.24 3.67
H -3.55 3.92 2.61
H -1.89 3.23 0.92
C 2.32 -4.26 -2.94
S 3.92 -3.41 -2.84
C 3.75 -2.03 -1.92
C 2.82 -1.73 -0.81
S 1.83 -2.79 -0.05
S 2.85 -0.11 -0.27
C 4.23 0.43 -1.19
S 4.86 1.89 -1.05
S 4.82 -0.78 -2.32
H 2.34 -5.15 -2.32
H 2.24 -4.53 -3.99
H 1.51 -3.60 -2.65
S 0.14 -0.53 2.67
C 1.74 -0.94 3.27
N 1.95 -2.21 3.68
C 3.09 -2.66 4.23
C 4.14 -1.79 4.40
C 3.97 -0.47 4.03
C 2.77 -0.04 3.47
H 1.16 -2.84 3.58
H 3.11 -3.70 4.53
H 5.06 -2.14 4.85
H 4.77 0.24 4.18
H 2.61 0.99 3.19

Computed properties:
Kohn-Sham gap ... 0.1750 Ha
Net charge ... +2
Electronic energy ... -4134.6749 hartree
HOMO ... -13.5 eV
LUMO level ... -0.32229 Eh

So, what does the Mulliken scheme give us? The charges, in e, come out as: number 1, Pt, carries 1.22; number 2, O, carries -0.56; number 3, C, carries -0.15; number 4, O, carries -0.61; number 5, C, carries 0.95; number 6, C, carries -0.66; number 7, C, carries -0.64; number 8, C, carries -0.79; number 9, C, carries -0.35; number 10, C, carries -0.05; number 11, P, carries 0.40; number 12, C, carries 0.52; number 13, C, carries -0.47; number 14, C, carries -0.76; number 15, C, carries -0.66; number 16, C, carries -0.76; number 17, C, carries -0.43; number 18, C, carries 0.57; number 19, C, carries -0.35; number 20, C, carries -0.76; number 21, C, carries -0.52; number 22, C, carries -0.74; number 23, C, carries -0.34; number 24, H, carries 0.52; number 25, H, carries 0.43; number 26, H, carries 0.46; number 27, H, carries 0.49; number 28, H, carries 0.43; number 29, H, carries 0.46; number 30, H, carries 0.43; number 31, H, carries 0.52; number 32, H, carries 0.73; number 33, H, carries 0.40; number 34, H, carries 0.44; number 35, H, carries 0.42; number 36, H, carries 0.44; number 37, H, carries 0.39; number 38, C, carries -0.31; number 39, S, carries 0.03; number 40, C, carries 0.39; number 41, C, carries -0.01; number 42, S, carries -0.13; number 43, S, carries 0.46; number 44, C, carries -0.08; number 45, S, carries -0.05; number 46, S, carries -0.03; number 47, H, carries 0.34; number 48, H, carries 0.41; number 49, H, carries -0.17; number 50, S, carries -0.30; number 51, C, carries 0.21; number 52, N, carries 0.05; number 53, C, carries -0.29; number 54, C, carries -0.59; number 55, C, carries -0.32; number 56, C, carries -0.39; number 57, H, carries 0.31; number 58, H, carries 0.44; number 59, H, carries 0.46; number 60, H, carries 0.46; number 61, H, carries 0.47

***

Record 3
One molecule with the formula C19H29FN2O5S. Source: the Open Molecules 2025 dataset; level of theory: the ωB97M-V functional and the def2-TZVPD basis.

Geometry (Å):
O 2.58 0.61 0.10
C 1.70 1.17 0.72
N 0.43 1.33 0.26
C -0.15 0.62 -0.88
C 0.40 -0.78 -1.13
C 0.30 -1.69 0.13
C -0.60 -2.84 -0.36
C 0.19 -3.70 -1.36
C 0.26 -2.78 -2.62
C -0.49 -1.53 -2.14
N -1.50 -2.12 -1.26
C -2.84 -2.04 -1.15
O -3.46 -2.58 -0.25
C -3.58 -1.20 -2.19
C -4.91 -1.91 -2.58
C -6.05 -1.26 -1.81
S -5.63 0.47 -1.89
O -5.76 0.90 -3.26
O -6.23 1.23 -0.84
C -3.89 0.17 -1.57
C 1.91 1.74 2.13
F 1.28 0.82 2.99
C 3.36 1.90 2.50
C 4.02 2.98 1.64
C 5.45 3.20 2.11
O 5.51 3.55 3.48
C 4.98 2.52 4.30
C 3.51 2.25 3.98
H -0.22 1.75 0.91
H -1.22 0.55 -0.68
H -0.03 1.22 -1.78
H 1.42 -0.71 -1.49
H 1.28 -2.04 0.47
H -0.17 -1.17 0.95
H -1.13 -3.38 0.41
H 1.18 -3.96 -0.98
H -0.34 -4.62 -1.59
H 1.28 -2.54 -2.92
H -0.25 -3.23 -3.46
H -0.90 -0.90 -2.93
H -2.97 -1.07 -3.09
H -5.08 -1.79 -3.65
H -4.84 -2.97 -2.36
H -7.03 -1.41 -2.25
H -6.05 -1.55 -0.76
H -3.78 0.17 -0.49
H -3.33 1.00 -2.00
H 1.37 2.69 2.24
H 3.86 0.94 2.30
H 4.02 2.69 0.59
H 3.47 3.92 1.74
H 6.04 2.29 1.93
H 5.92 4.02 1.56
H 5.56 1.60 4.16
H 5.10 2.85 5.33
H 2.93 3.15 4.20
H 3.14 1.45 4.61

Computed properties:
Kohn-Sham gap ... 0.3724 Ha
Net charge ... 0
Electronic energy ... -1725.1881 hartree
HOMO ... -9.7 eV
LUMO level ... 0.01474 Eh

So, what does the Mulliken scheme give us? The charges, in e, come out as: number 1, O, carries -0.64; number 2, C, carries 0.64; number 3, N, carries 0.00; number 4, C, carries -1.40; number 5, C, carries 0.32; number 6, C, carries -1.21; number 7, C, carries -0.37; number 8, C, carries -0.93; number 9, C, carries -1.19; number 10, C, carries -0.62; number 11, N, carries 0.07; number 12, C, carries -0.14; number 13, O, carries -0.72; number 14, C, carries 1.18; number 15, C, carries -1.10; number 16, C, carries -0.79; number 17, S, carries 1.17; number 18, O, carries -0.67; number 19, O, carries -0.69; number 20, C, carries -1.09; number 21, C, carries -0.38; number 22, F, carries -0.43; number 23, C, carries 0.30; number 24, C, carries -0.62; number 25, C, carries -0.74; number 26, O, carries -0.40; number 27, C, carries -0.60; number 28, C, carries -0.70; number 29, H, carries 0.31; number 30, H, carries 0.37; number 31, H, carries 0.26; number 32, H, carries 0.67; number 33, H, carries 0.35; number 34, H, carries 0.39; number 35, H, carries 0.55; number 36, H, carries 0.44; number 37, H, carries 0.37; number 38, H, carries 0.46; number 39, H, carries 0.38; number 40, H, carries 0.87; number 41, H, carries 0.42; number 42, H, carries 0.38; number 43, H, carries 0.40; number 44, H, carries 0.51; number 45, H, carries 0.32; number 46, H, carries 0.45; number 47, H, carries 0.39; number 48, H, carries 0.45; number 49, H, carries 0.23; number 50, H, carries 0.36; number 51, H, carries 0.31; number 52, H, carries 0.38; number 53, H, carries 0.35; number 54, H, carries 0.35; number 55, H, carries 0.36; number 56, H, carries 0.29; number 57, H, carries 0.38